The following is a DFT calculation (the ωB97M-V functional and the def2-TZVPD basis) of a molecular structure, C37H37ClGaI2N6OP in a non-equilibrium geometry.

HOMO level	-0.461	hartree
energy above the lowest of the compared OMol25 structures with the same formula, charge and spin	61.6	kJ/mol
E_tot	-5157.22075	Eh
F_max	1.809	eV/A
2S+1	1
net charge	+2

The geometry in XYZ format:
```
86
C37H37ClGaI2N6OP, DFT the ωB97M-V functional and the def2-TZVPD basis
I -5.44 -2.28 -4.85
I -3.22 -3.67 0.60
Ga -0.46 0.09 0.51
Cl 0.04 -1.27 2.44
P 1.53 -1.24 -0.48
O -1.81 -1.01 0.05
N -3.47 1.27 3.56
N -2.20 3.28 3.18
N 0.92 1.69 0.63
N -0.64 1.04 -1.47
N -3.84 2.56 1.57
N -1.75 1.30 1.83
C 0.93 -4.60 -3.54
C 1.89 3.58 -0.41
C 1.31 -2.52 -1.75
C 2.84 0.29 -2.37
C -2.63 -0.36 -2.13
C 3.73 -3.78 1.84
C 2.74 3.76 0.67
C 2.92 -0.23 -1.08
C 3.88 1.02 -2.90
C 2.16 -2.18 0.94
C 5.11 0.76 -0.85
C -0.07 -4.27 -2.63
C 2.12 -3.89 -3.55
C 5.02 1.25 -2.14
C 1.91 -3.01 3.22
C -3.44 -0.69 -3.22
C 2.32 -2.84 -2.67
C -0.02 2.36 -1.51
C 0.98 2.54 -0.40
C 0.11 -3.23 -1.74
C -4.21 -1.84 -3.21
C -1.94 0.99 -2.18
C -1.18 2.51 2.51
C 1.49 -2.22 2.17
C -2.57 -1.22 -1.03
C 3.04 -3.80 3.05
C -2.83 1.79 0.89
C -3.21 3.72 2.22
C 4.06 0.01 -0.31
C 2.66 2.87 1.74
C 3.29 -2.99 0.80
C 1.75 1.84 1.67
C -4.47 1.72 2.59
C -2.46 0.49 2.90
C -3.35 -2.39 -1.05
C -4.18 -2.69 -2.12
C -2.86 2.44 4.19
H 1.65 1.12 2.47
H 1.93 4.26 -1.26
H -2.34 2.42 0.14
H -2.74 4.34 1.46
H 3.38 -4.42 3.86
H 3.82 1.39 -3.92
H -3.62 3.02 4.69
H 0.46 2.57 -2.47
H -0.70 3.14 1.76
H -1.80 1.26 -3.23
H -0.43 2.18 3.23
H -0.04 0.38 -1.97
H -2.12 2.11 4.93
H -0.66 -2.98 -1.03
H 2.90 -4.14 -4.26
H -4.93 0.86 2.11
H 4.61 -4.40 1.71
H -2.60 1.74 -1.74
H 0.78 -5.42 -4.24
H -2.90 -0.39 2.42
H -3.97 4.30 2.73
H 3.45 4.57 0.68
H -0.81 3.11 -1.38
H 1.97 0.07 -2.99
H 3.82 -2.99 -0.14
H -1.00 -4.83 -2.62
H -4.79 -3.58 -2.09
H -3.29 0.93 0.42
H -3.47 -0.03 -4.08
H 4.15 -0.39 0.69
H 3.25 -2.30 -2.68
H 1.36 -3.03 4.15
H 6.00 0.93 -0.26
H -1.72 0.18 3.64
H 5.85 1.80 -2.57
H 3.31 2.97 2.60
H -5.24 2.30 3.10
```